Computed, not measured: a molecular structure, C21H27N4S4Tl, with wB97M-V/def2-TZVPD.

```
57
C21H27N4S4Tl | the OMol25 dataset | wB97M-V/def2-TZVPD
Tl -0.39482 -1.49182 -1.93376
C -2.36211 2.68784 -3.71886
C -1.97148 1.23854 -3.61786
N -0.87939 0.83018 -2.97995
N -0.21879 1.77036 -2.18580
C 0.73232 2.60756 -2.58696
N 1.42618 3.18951 -1.55988
S 1.06773 3.02853 -4.19129
C -2.80433 0.25322 -4.20811
C -3.88379 0.58353 -5.08464
C -4.65802 -0.40418 -5.62610
C -4.38822 -1.75427 -5.31200
C -3.32234 -1.99452 -4.45148
N -2.55242 -1.06933 -3.91275
H -1.85279 3.27370 -2.95747
H -3.44013 2.80602 -3.58957
H -2.07719 3.10547 -4.68815
H -0.19162 1.41766 -1.21397
H 1.47495 2.70460 -0.66747
H 2.25238 3.67763 -1.85441
H -4.07301 1.61886 -5.33615
H -5.47049 -0.14702 -6.29852
H -4.97152 -2.57048 -5.71757
H -3.07621 -3.02009 -4.17534
C 1.02699 -0.44822 4.18907
C -0.20751 -1.33990 4.09189
S 0.01696 -3.09186 3.69440
C 0.32391 -3.05472 1.91031
C 1.68399 -2.55895 1.44935
S 3.12886 -3.56028 1.88182
C 3.41414 -3.18197 3.63511
C 3.55884 -1.68992 3.97054
S 2.39968 -1.04525 5.21305
H 0.72538 0.50978 4.61359
H 1.42403 -0.20001 3.20564
H -0.88027 -0.90100 3.35027
H -0.72974 -1.35444 5.05134
H -0.42609 -2.41113 1.44025
H 0.16508 -4.08287 1.57850
H 1.84459 -1.52074 1.73333
H 1.66198 -2.55278 0.35696
H 4.34553 -3.70871 3.85679
H 2.62649 -3.62250 4.23880
H 3.46290 -1.06178 3.08426
H 4.55189 -1.49743 4.37930
C -0.29311 -0.21383 0.03894
C 0.31490 0.68174 0.86849
C -0.41414 1.53824 1.80966
C 0.20716 2.45429 2.61622
C 1.60548 2.63679 2.63252
C 2.34554 1.84485 1.74813
C 1.76341 0.92013 0.90438
H -1.49520 1.44334 1.83090
H -0.41150 3.06046 3.27555
H 2.07826 3.36179 3.28168
H 3.42769 1.95738 1.71214
H 2.38896 0.34798 0.22489
```

## Properties
E_tot   -2800.52646 hartree
E_LUMO (alpha / beta)   4.0 / 4.0 eV
Relative energy (zero: lowest compared OMol25 entry of this formula, charge and spin)   0.0 kJ/mol
HOMO-LUMO gap (alpha / beta)   4.17 / 3.84 eV
Max |F|   0.1 eV/Å
Total charge   -2

Now the natural (NBO) charges, all in e: 0.56 -0.67 0.20 -0.41 -0.49 0.31 -0.82 -0.43 0.05 -0.25 -0.22 -0.40 0.06 -0.49 0.23 0.20 0.22 0.44 0.41 0.39 0.20 0.18 0.19 0.17 -0.55 -0.55 0.15 -0.56 -0.56 0.16 -0.56 -0.55 0.15 0.24 0.26 0.25 0.21 0.27 0.22 0.25 0.25 0.21 0.24 0.24 0.21 -0.68 -0.29 -0.29 -0.22 -0.45 -0.20 -0.41 0.19 0.18 0.19 0.19 0.20

=====

Computed, not measured: a single C21H27N5O5S molecule in a non-equilibrium geometry, with wB97M-V/def2-TZVPD.

```
59
C21H27N5O5S | the OMol25 dataset | wB97M-V/def2-TZVPD
C -2.44748 -2.88677 -0.56784
C -2.28528 -2.25624 -1.94321
O -1.64356 -0.98810 -1.81506
C -0.36402 -0.90444 -2.19345
O 0.19195 -1.76061 -2.84764
C 0.23614 0.37553 -1.78718
C 1.56983 0.58018 -1.77636
C 2.58253 -0.47161 -2.07788
S 3.52716 -0.87022 -0.56536
C 2.27543 -1.57598 0.40446
N 1.04049 -1.82475 0.06646
N 0.43661 -2.37328 1.13145
C 1.30302 -2.45354 2.09357
N 2.50886 -1.96029 1.69632
C 3.74402 -1.87845 2.41969
N 2.09118 1.79755 -1.41538
C 1.32936 2.89381 -1.05556
O 1.84989 3.92840 -0.69505
N -0.00112 2.73976 -1.23499
C -0.69520 1.46236 -1.29810
C -1.29631 1.09897 0.04924
C -2.67064 0.93333 0.14418
C -3.27783 0.58594 1.34279
O -4.61700 0.42735 1.54475
C -5.52358 0.66382 0.48682
C -5.62889 -0.50664 -0.48670
C -2.47070 0.39737 2.46180
C -1.10774 0.58677 2.38656
C -0.49915 0.95244 1.18908
O 0.84373 1.18987 1.06895
C 1.58137 1.42786 2.25227
C 2.94113 1.99512 1.87212
H -3.07750 -2.26607 0.06360
H -1.47481 -2.97283 -0.09000
H -2.89599 -3.87147 -0.66618
H -1.67808 -2.89302 -2.59398
H -3.25454 -2.07150 -2.41786
H 3.33153 -0.12166 -2.78891
H 2.10636 -1.38375 -2.43091
H 1.11127 -2.85195 3.06804
H 3.61528 -2.33935 3.39732
H 4.53088 -2.39957 1.87120
H 4.04260 -0.83562 2.54397
H 3.08937 1.89256 -1.29363
H -0.55640 3.51529 -0.90242
H -1.51994 1.57190 -2.01596
H -3.25210 1.07209 -0.75286
H -5.26389 1.58897 -0.04305
H -6.48570 0.81350 0.98634
H -6.39829 -0.29772 -1.22542
H -4.68427 -0.67432 -0.99584
H -5.89495 -1.41163 0.05373
H -2.93408 0.11066 3.39211
H -0.51771 0.43692 3.27652
H 1.04281 2.14522 2.88614
H 1.70237 0.49194 2.81890
H 2.81280 2.91485 1.30754
H 3.51052 2.20902 2.77298
H 3.49250 1.28382 1.26175
```

## Properties
E_tot   -1864.62379 hartree
E_LUMO   0.4 eV
Relative energy (zero: lowest compared OMol25 entry of this formula, charge and spin)   75.6 kJ/mol
SMILES string   CCOC(=O)C1=C(CSc2nncn2C)NC(=O)N[C@@H]1c1cc(OCC)ccc1OCC
HOMO-LUMO gap   8.20 eV
Max |F|   1.2 eV/Å

Now the natural (NBO) charges, all in e: -0.64 -0.08 -0.53 0.82 -0.63 -0.20 0.28 -0.56 0.25 0.17 -0.33 -0.28 0.14 -0.37 -0.41 -0.63 0.81 -0.65 -0.61 -0.05 -0.07 -0.23 0.27 -0.50 -0.06 -0.64 -0.23 -0.27 0.29 -0.53 -0.05 -0.64 0.21 0.25 0.21 0.21 0.18 0.24 0.31 0.21 0.22 0.22 0.22 0.42 0.41 0.21 0.21 0.17 0.19 0.21 0.21 0.22 0.22 0.22 0.18 0.16 0.24 0.21 0.21

=====

Computed, not measured: a single C21H27NO2 molecule, with wB97M-V/def2-TZVPD.

```
51
C21H27NO2 | the OMol25 dataset | wB97M-V/def2-TZVPD
O 1.79992 -1.23804 -0.56022
C 0.42165 -1.34501 -0.28701
C -0.07847 -0.04316 0.36048
O 0.45377 1.09331 -0.28430
C -0.19204 1.44866 -1.49750
C 0.55710 2.59629 -2.13857
C 0.32784 2.89859 -3.47494
C 0.97202 3.96774 -4.06914
C 1.85230 4.74446 -3.33412
C 2.08307 4.44653 -2.00278
C 1.43562 3.37926 -1.40480
C -1.62301 1.89579 -1.26979
C -1.90280 2.79953 -0.25298
C -3.19802 3.23531 -0.04427
C -4.22357 2.77905 -0.85587
C -3.94954 1.88025 -1.87209
C -2.65431 1.43670 -2.07620
C 0.13232 -2.55366 0.62034
N 0.52424 -2.30547 1.99345
C 1.93584 -2.53161 2.25800
C 2.30889 -4.01353 2.38839
C 1.44165 -4.68426 3.45049
C -0.03250 -4.46104 3.12336
C -0.29895 -2.95695 2.99263
H 1.99669 -0.29075 -0.61877
H -0.11034 -1.51508 -1.24068
H -1.17407 -0.01890 0.37632
H 0.29825 -0.00649 1.38546
H -0.19067 0.59261 -2.19085
H -0.35936 2.29433 -4.04982
H 0.78824 4.19480 -5.10902
H 2.35655 5.57854 -3.79940
H 2.76934 5.04824 -1.42495
H 1.61464 3.13933 -0.36874
H -1.09635 3.14919 0.37400
H -3.40819 3.93562 0.75070
H -5.23496 3.12244 -0.69582
H -4.74664 1.51923 -2.50549
H -2.44552 0.72772 -2.86556
H -0.94498 -2.73283 0.59161
H 0.63790 -3.42218 0.17584
H 2.50706 -2.07034 1.45279
H 2.17417 -2.01820 3.19587
H 3.36508 -4.09757 2.64918
H 2.16240 -4.51406 1.42892
H 1.66274 -5.75292 3.50261
H 1.66262 -4.24705 4.42785
H -0.66667 -4.88074 3.90643
H -0.28091 -4.95783 2.18273
H -1.34953 -2.77178 2.75471
H -0.08051 -2.47405 3.95152
```

## Properties
E_tot   -1021.63306 hartree
E_LUMO   0.8 eV
Relative energy (zero: lowest compared OMol25 entry of this formula, charge and spin)   133.1 kJ/mol
SMILES string   O[C@H](COC(c1ccccc1)c1ccccc1)CN1CCCCC1
HOMO-LUMO gap   8.86 eV
Max |F|   0.6 eV/Å

Now the natural (NBO) charges, all in e: -0.73 0.08 -0.11 -0.55 0.05 0.06 -0.24 -0.19 -0.22 -0.20 -0.24 -0.06 -0.15 -0.22 -0.21 -0.21 -0.21 -0.24 -0.47 -0.23 -0.42 -0.40 -0.42 -0.21 0.48 0.15 0.18 0.22 0.18 0.21 0.21 0.21 0.21 0.23 0.21 0.21 0.21 0.21 0.21 0.20 0.19 0.23 0.18 0.21 0.19 0.21 0.19 0.21 0.19 0.19 0.19

=====

Computed, not measured: a molecular structure, C21H27NO2P2Pr in a non-equilibrium geometry, with wB97M-V/def2-TZVPD.

```
54
C21H27NO2P2Pr | the OMol25 dataset | wB97M-V/def2-TZVPD
C -2.24206 -4.53414 0.16212
C -2.23474 -3.19477 -0.21954
C -2.23555 -2.21304 0.81427
C -2.37042 -2.58229 2.14764
C -2.33237 -3.92629 2.50539
C -2.25792 -4.90270 1.51175
C -2.34335 -1.48474 3.20547
C -2.83524 -0.15395 2.65943
C -2.68819 0.08666 1.29700
C -3.15303 1.29036 0.70815
C -3.64418 2.27830 1.55976
C -3.66663 2.09181 2.94621
C -3.25442 0.87837 3.49880
H -2.23844 -5.30741 -0.61076
H -2.35295 -4.18718 3.56634
H -2.22561 -5.95627 1.78942
H -2.97973 -1.78575 4.04516
H -4.01535 3.21049 1.12904
H -4.02208 2.89231 3.59640
H -3.25233 0.71413 4.57965
N -1.97233 -0.85209 0.52309
Pr 0.04407 -0.50054 -0.07077
C -2.21493 -2.78749 -1.68336
H -2.85632 -1.90665 -1.84488
H -2.55860 -3.61046 -2.32570
C -3.11661 1.46192 -0.79607
H -3.57136 0.58719 -1.28674
H -3.66316 2.36487 -1.09832
P -0.51862 -2.33602 -2.34323
P -1.40759 1.61412 -1.52038
C -0.94752 3.26178 -0.86464
H 0.14566 3.28940 -0.78348
H -1.29091 4.05960 -1.53817
H -1.35879 3.41896 0.13849
C -1.78879 2.01263 -3.25993
H -2.44566 2.89182 -3.32534
H -0.84123 2.22868 -3.77431
H -2.26617 1.15356 -3.75183
C 0.22559 -3.98981 -2.52758
H -0.28604 -4.58119 -3.30046
H 1.27498 -3.84551 -2.81839
H 0.20243 -4.52937 -1.57288
C -0.88717 -1.89184 -4.07703
H 0.07107 -1.71703 -4.58452
H -1.42915 -2.69830 -4.59242
H -1.47312 -0.96307 -4.11510
C -0.97582 -1.27022 3.63584
O 0.01069 -1.10772 2.93971
H -1.18736 -1.31286 4.70694
C 1.32151 2.00093 2.00810
O 0.81517 1.23656 0.93888
H 2.41331 2.11064 1.91653
H 1.10109 1.50247 2.96268
H 0.86373 3.00184 2.01882
```

## Properties
E_tot   -2221.22187 hartree
E_LUMO (alpha / beta)   -3.0 / -2.9 eV
2S+1   3
HOMO-LUMO gap (alpha / beta)   7.46 / 7.55 eV
Max |F|   3.3 eV/Å
Total charge   +1

Now the Löwdin charges, all in e: -0.04 -0.21 -0.20 -0.11 -0.01 -0.06 -0.18 -0.11 -0.18 -0.21 -0.04 -0.06 -0.01 0.12 0.13 0.11 0.16 0.12 0.11 0.12 -0.19 1.12 -0.28 0.09 0.10 -0.27 0.09 0.10 0.79 0.84 -0.24 0.04 0.06 0.05 -0.27 0.06 0.05 0.03 -0.26 0.06 0.05 0.05 -0.26 0.05 0.06 0.02 -0.17 0.08 0.15 -0.18 -0.54 0.08 0.07 0.08

=====

Computed, not measured: a molecular structure, C21H27NO4PRhS4Sb, with wB97M-V/def2-TZVPD.

```
60
C21H27NO4PRhS4Sb | the OMol25 dataset | wB97M-V/def2-TZVPD
Rh -0.69247 1.42300 -0.21666
O -2.34741 2.77056 0.24922
C -3.25942 2.63113 1.04932
C -3.64303 1.41984 1.74002
C -4.62340 1.52363 2.72320
C -5.06426 0.40736 3.38683
C -4.54411 -0.85828 3.07453
C -3.59757 -0.98333 2.10020
C -3.09321 0.14995 1.38599
O -2.22142 -0.01475 0.46817
N -6.08733 0.53370 4.40614
O -6.52656 1.64519 4.65178
O -6.45820 -0.48011 4.97572
H -3.87206 3.51990 1.27201
H -5.05058 2.48910 2.96433
H -4.91267 -1.72057 3.61250
H -3.19198 -1.95261 1.84113
S 3.39761 4.03356 -0.92721
Sb 1.24845 4.36597 -0.32500
S -0.15710 3.01100 -1.73522
S 0.47287 2.65696 1.27067
S 0.42201 6.38964 0.18337
C 0.73919 -1.01223 1.75883
C 0.84625 -1.57906 0.33468
C -0.37589 -2.46402 0.06826
C 2.10156 -2.45638 0.26383
P 0.94494 -0.07636 -0.81683
C 2.74675 0.24192 -0.74076
C 3.31167 0.87746 0.36130
C 4.68948 0.95411 0.51372
C 5.53277 0.41746 -0.44143
C 4.98547 -0.20949 -1.55273
C 3.61129 -0.30391 -1.69215
C 0.52127 -0.64282 -2.56673
C -1.01827 -0.62594 -2.63349
C 1.07343 0.35104 -3.60074
C 0.96332 -2.05848 -2.96509
H 0.72685 -1.84932 2.46477
H -0.17406 -0.43534 1.89912
H 1.59063 -0.37693 2.00769
H -0.44806 -3.18503 0.89010
H -0.28148 -3.04148 -0.85217
H -1.29422 -1.89043 0.04292
H 1.95219 -3.30606 0.93804
H 2.99524 -1.92499 0.58571
H 2.27880 -2.85353 -0.73571
H 2.67406 1.33663 1.09751
H 5.09354 1.47261 1.37330
H 6.60722 0.49640 -0.33216
H 5.62826 -0.63341 -2.31440
H 3.22785 -0.82392 -2.55119
H -1.43634 0.35490 -2.40165
H -1.46491 -1.36236 -1.96423
H -1.32591 -0.86259 -3.65648
H 0.85800 1.38201 -3.33678
H 0.59681 0.13301 -4.56228
H 2.15015 0.25725 -3.73251
H 0.54550 -2.83397 -2.32484
H 2.03975 -2.19144 -2.99844
H 0.58877 -2.23616 -3.97804
```

## Properties
E_tot   -3457.11919 hartree
E_LUMO   1.6 eV
Relative energy (zero: lowest compared OMol25 entry of this formula, charge and spin)   29.3 kJ/mol
HOMO-LUMO gap   6.34 eV
Max |F|   0.7 eV/Å
Total charge   -1

Now the natural (NBO) charges, all in e: 0.46 -0.55 0.46 -0.33 -0.08 -0.08 -0.13 -0.32 0.54 -0.80 0.54 -0.40 -0.41 0.14 0.24 0.24 0.22 -0.84 1.38 -0.50 -0.46 -0.80 -0.62 -0.33 -0.63 -0.62 1.27 -0.39 -0.17 -0.20 -0.20 -0.17 -0.21 -0.34 -0.61 -0.64 -0.61 0.20 0.23 0.22 0.20 0.19 0.25 0.21 0.23 0.21 0.25 0.22 0.21 0.20 0.20 0.22 0.22 0.21 0.26 0.20 0.21 0.21 0.21 0.21

=====

Computed, not measured: a molecular structure, C21H27O11W in a non-equilibrium geometry, with wB97M-V/def2-TZVPD.

```
60
C21H27O11W | the OMol25 dataset | wB97M-V/def2-TZVPD
W -0.83930 0.12872 -0.29370
C -3.89579 0.16500 -1.23931
O -2.99959 0.01138 -0.08495
C -3.72284 0.14914 1.26541
C -2.63507 0.45495 2.24658
O -1.32397 -0.11267 1.86897
C -0.98157 -1.45366 2.39975
C -1.19047 -2.48066 1.31196
O -0.46095 -1.97426 0.17408
C 0.19324 -2.88216 -0.74994
H -4.96349 0.14926 -0.92986
H -3.78621 -0.70168 -1.97179
H -3.70847 1.13472 -1.69154
H -4.13516 -0.85367 1.29045
H -4.50467 0.86076 1.20382
H -2.87438 0.08288 3.29586
H -2.35380 1.51198 2.36059
H -1.65501 -1.73645 3.23424
H -0.00185 -1.30811 2.69851
H -2.24887 -2.34758 1.04581
H -1.06319 -3.56709 1.58182
H -0.39761 -3.12842 -1.67154
H 0.31526 -3.84405 -0.21892
H 1.12107 -2.38708 -1.08848
O 1.55033 2.22786 0.05090
C 1.63643 1.31205 0.85113
O 0.88513 0.24053 0.72938
C 2.58738 1.47978 2.00339
C 1.96751 1.51731 3.37712
C 3.04771 1.79014 4.47926
C 3.22220 3.36975 4.34442
C 2.39902 3.57723 3.15016
O 1.21375 2.72978 3.30687
C 3.07111 2.92496 1.88674
C 2.48863 3.44765 0.55877
O 2.55928 4.39946 -0.05849
O -1.13242 1.76802 -0.22976
H 3.36345 0.74645 1.77411
H 1.21633 0.77238 3.54993
H 3.95607 1.32039 4.16980
H 2.73462 1.52610 5.49567
H 4.25755 3.62662 4.15557
H 2.73195 3.83752 5.22350
H 2.13804 4.59862 3.10093
H 4.13284 3.09094 1.74772
O -2.40995 -1.78599 -4.18764
C -1.16771 -1.86171 -4.66829
C -0.91657 -2.46180 -5.89088
C 0.43995 -2.62450 -6.24059
C 1.52993 -2.07120 -5.56594
C 1.29926 -1.40510 -4.40546
C -0.02255 -1.34082 -3.84464
C -0.24849 -0.59086 -2.68458
O 0.63242 -0.01301 -1.84880
O -1.46599 -0.48784 -2.07388
H -2.97474 -2.38224 -4.70397
H -1.75193 -2.75959 -6.51391
H 0.63674 -3.07537 -7.22387
H 2.42790 -2.32238 -6.12764
H 2.07750 -0.99240 -3.72480
```

## Properties
E_tot   -1710.13632 hartree
E_LUMO (alpha / beta)   -10.5 / -10.5 eV
Relative energy (zero: lowest compared OMol25 entry of this formula, charge and spin)   78.2 kJ/mol
HOMO-LUMO gap (alpha / beta)   6.91 / 6.91 eV
Max |F|   3.1 eV/Å
Total charge   +3

Now the natural (NBO) charges, all in e: 2.44 -0.28 -0.59 -0.07 -0.12 -0.54 -0.08 -0.10 -0.60 -0.27 0.23 0.25 0.23 0.23 0.26 0.26 0.26 0.25 0.23 0.20 0.28 0.22 0.24 0.23 -0.46 0.92 -0.67 -0.36 0.09 -0.42 -0.42 0.08 -0.51 -0.35 0.84 -0.33 -0.47 0.29 0.21 0.22 0.26 0.25 0.26 0.25 0.30 -0.63 0.45 -0.32 -0.01 -0.26 -0.07 -0.26 0.77 -0.64 -0.67 0.52 0.26 0.26 0.28 0.25